[1]
{
  "formula": "C11H15N",
  "method": "ωB97M-V/def2-TZVPD",
  "multiplicity": 2,
  "gap_ev": [3.4, 6.5],
  "lumo_ev": [3.84, 3.71],
  "charge": -1,
  "symbols": ["C", "C", "H", "H", "H", "H", "H", "H", "C", "C", "C", "C", "C", "C", "C", "C", "C", "N", "H", "H", "H", "H", "H", "H", "H", "H", "H"],
  "positions_angstrom": [[0.35142, -2.19363, -2.09321], [-0.63759, -2.32701, -0.90840], [1.35340, -2.29383, -1.65131], [0.28913, -3.05815, -2.77568], [0.03888, -1.34813, -2.70125], [-0.55388, -3.34263, -0.50391], [-1.56818, -2.08966, -1.45082], [-0.38203, -1.73262, -0.04600], [-2.02569, 2.52821, -0.41551], [1.04731, 0.59515, 0.38285], [-0.22376, 1.05100, 0.79061], [-0.78247, 1.70940, -0.31923], [0.06646, 1.53962, -1.42825], [1.89728, -0.22978, 1.14180], [1.51713, -0.40631, 2.49308], [-0.59026, 0.68830, 2.15931], [0.27699, 0.03420, 3.01679], [1.20643, 0.86264, -0.96062], [1.98985, 0.52665, -1.48460], [2.97158, -0.34943, 1.00952], [0.11496, 1.99277, -2.39800], [2.08846, -1.06153, 3.12790], [-1.65539, 0.79419, 2.36552], [-2.71448, 2.37746, 0.42344], [-2.66810, 2.29080, -1.30167], [0.25086, -0.10229, 4.09726], [-1.65830, 3.54460, -0.56961]],
  "atomic_forces_ev_per_a": [[0.090, -1.262, 0.797], [0.344, -0.739, -1.495], [0.113, 1.003, -0.657], [-0.304, 0.008, 0.253], [0.939, 0.511, 0.236], [-0.619, -0.109, -0.342], [-0.354, -0.283, 1.393], [-0.186, 0.933, -0.140], [-0.600, -0.337, -0.704], [0.586, -0.816, -1.350], [1.240, -0.724, 0.972], [-0.113, -0.487, -1.225], [0.536, -0.345, 0.852], [0.442, 0.237, 0.998], [-1.415, 0.007, 0.771], [-2.118, 1.066, -0.760], [2.605, -0.665, -0.882], [-0.604, 0.584, 0.919], [-0.091, 0.018, -0.177], [-0.193, -0.050, -0.859], [-0.338, 0.244, -0.197], [0.529, 0.099, 0.260], [0.152, 0.253, 0.528], [0.432, 0.495, 0.169], [0.688, -0.008, 0.375], [-1.052, -0.014, -0.182], [-0.708, 0.381, 0.447]]
}

[2]
{
  "formula": "C11H15N",
  "method": "ωB97M-V/def2-TZVPD",
  "multiplicity": 1,
  "gap_ev": 8.7,
  "lumo_ev": 0.96,
  "smiles": "Cc1c[nH]c2ccccc12.CC",
  "symbols": ["C", "C", "C", "C", "C", "C", "C", "C", "C", "N", "H", "H", "H", "H", "H", "H", "H", "H", "H", "C", "C", "H", "H", "H", "H", "H", "H"],
  "positions_angstrom": [[-2.90098, 0.80120, -0.31567], [-0.77663, 1.09478, -1.77073], [-1.61488, 0.38991, -0.92259], [0.34732, -0.79328, -1.23584], [-0.86088, -0.74665, -0.52036], [1.19739, -1.86532, -1.06108], [-1.18067, -1.61436, 0.54390], [0.84382, -2.81775, -0.08343], [-0.27209, -2.66591, 0.73054], [0.42413, 0.41657, -1.90716], [-0.93052, 2.05845, -2.22167], [1.34350, 0.65925, -2.23076], [-3.11885, 1.85981, -0.42585], [-3.01657, 0.54536, 0.72754], [2.25370, -1.92374, -1.30502], [-2.06118, -1.54125, 1.15854], [1.52300, -3.64614, 0.01715], [-0.37627, -3.21696, 1.65930], [-3.68215, 0.23151, -0.84515], [2.25188, 1.79254, 0.86199], [0.93770, 1.42415, 1.63113], [2.97931, 2.17560, 1.57610], [2.63760, 0.91022, 0.36894], [2.06038, 2.62454, 0.18609], [1.20091, 0.41845, 1.97037], [0.06358, 1.28425, 0.99969], [0.72744, 2.14476, 2.41402]],
  "atomic_forces_ev_per_a": [[-0.968, -0.373, -1.066], [-0.278, -0.250, 0.928], [1.748, 1.389, -0.386], [-0.652, 0.791, 0.699], [-1.728, -0.645, 0.929], [0.698, -0.754, 1.562], [1.749, -1.034, -1.384], [0.191, 0.770, -0.827], [-0.802, 0.710, 0.842], [0.416, -1.555, -0.286], [0.079, 0.089, -0.092], [-0.440, 0.813, -0.553], [0.060, 0.083, -0.107], [0.338, -0.085, 0.346], [-0.251, 0.200, -0.950], [-0.089, 0.277, 0.037], [0.100, -0.158, 0.422], [-0.025, -0.593, -0.375], [-0.165, 0.333, 0.264], [-1.318, 0.817, 0.618], [1.413, -0.707, -0.784], [0.190, -0.253, 0.034], [0.167, 0.043, -0.332], [0.167, -0.157, -0.412], [-0.619, 0.165, 0.859], [0.069, 0.286, -0.224], [-0.049, -0.200, 0.236]]
}

[3]
{
  "formula": "C11H15N",
  "method": "ωB97M-V/def2-TZVPD",
  "multiplicity": 1,
  "gap_ev": 8.5,
  "lumo_ev": 0.89,
  "smiles": "Cc1c[nH]c2ccccc12.CC",
  "symbols": ["C", "C", "C", "C", "C", "C", "C", "C", "C", "N", "H", "H", "H", "H", "H", "H", "H", "H", "H", "C", "C", "H", "H", "H", "H", "H", "H"],
  "positions_angstrom": [[-1.80911, -1.09641, -0.30002], [0.57514, -0.39975, 0.16173], [-0.35408, -1.29463, -0.48445], [1.83658, -0.85730, -0.28854], [0.45973, -2.21113, -1.25190], [0.47964, 0.76431, 0.91845], [1.57746, 1.47372, 1.33052], [2.83001, 0.93976, 0.97912], [3.02816, -0.12417, 0.08250], [1.78904, -2.08610, -1.00340], [-0.47073, 1.15971, 0.93246], [1.56563, 2.41437, 1.63893], [3.81464, 1.38619, 1.33359], [-2.34979, -0.64360, -1.16159], [-1.90154, -0.53578, 0.77264], [0.07237, -2.92963, -1.82539], [2.60691, -2.38475, -1.46103], [4.01485, -0.39582, -0.23804], [-2.38963, -2.10771, -0.25926], [-3.71729, 1.46665, 0.62208], [-3.93308, 2.45771, -0.51372], [-2.84511, 1.55253, 1.09115], [-4.67170, 1.74507, 1.33836], [-3.72455, 0.36936, 0.17847], [-4.87901, 2.25130, -1.05284], [-3.08932, 2.41533, -1.42130], [-4.11515, 3.59351, -0.37705]],
  "atomic_forces_ev_per_a": [[-1.657, -1.495, 1.515], [1.632, -1.812, -1.559], [2.367, -1.040, -1.481], [3.160, 0.478, 1.348], [-2.293, 2.941, 3.276], [0.714, -0.175, -0.654], [0.895, -4.475, -2.166], [2.665, -0.131, -0.703], [-2.633, -0.347, 1.086], [-1.279, 4.051, 1.752], [-2.038, 1.091, 0.679], [-0.479, 3.760, 1.987], [-1.594, -0.091, -0.423], [0.614, 0.557, 0.803], [-0.315, -1.341, -2.925], [-1.200, -2.864, -2.125], [0.404, -0.686, -0.902], [0.282, -0.202, -0.035], [1.080, 1.524, 0.446], [-6.085, -0.708, -1.712], [0.988, 1.589, -3.783], [3.462, 0.677, 2.206], [2.555, -1.433, -1.287], [-0.626, 2.411, 1.172], [0.447, -0.463, 0.235], [-1.949, -0.024, 2.461], [0.887, -1.788, 0.789]]
}

[4]
{
  "formula": "C11H15N",
  "method": "ωB97M-V/def2-TZVPD",
  "multiplicity": 1,
  "gap_ev": 8.7,
  "lumo_ev": 0.93,
  "smiles": "Cc1c[nH]c2ccccc12.CC",
  "symbols": ["C", "C", "H", "H", "H", "H", "H", "H", "C", "C", "C", "C", "C", "C", "C", "C", "C", "N", "H", "H", "H", "H", "H", "H", "H", "H", "H"],
  "positions_angstrom": [[3.25376, -1.29380, -1.80538], [3.20552, -0.89346, -3.29411], [3.82417, -2.21948, -1.74374], [3.76329, -0.51186, -1.23175], [2.34065, -1.41124, -1.22455], [2.76447, 0.08989, -3.41921], [2.52815, -1.58240, -3.81594], [4.17721, -1.14387, -3.70748], [-2.70290, 2.78523, 1.52199], [-1.52659, -0.70638, 0.83742], [-1.22931, 0.70330, 0.92910], [-2.49441, 1.36972, 1.11993], [-3.46197, 0.41502, 1.01102], [0.83697, -1.17995, 0.92868], [-0.49222, -1.60188, 0.75327], [1.06068, 0.17440, 1.01915], [0.06455, 1.15297, 0.94832], [-2.89851, -0.83749, 0.87987], [1.62271, -1.90872, 1.04304], [-0.73048, -2.64293, 0.54128], [2.11114, 0.45548, 1.08770], [0.23923, 2.21700, 0.92155], [-3.49126, -1.63644, 0.71903], [-4.51268, 0.61625, 1.14219], [-3.61154, 3.21299, 1.08822], [-1.94205, 3.47747, 1.14379], [-2.69859, 2.90019, 2.60661]],
  "atomic_forces_ev_per_a": [[0.550, 0.456, 0.159], [-1.308, -1.448, 0.830], [0.032, -0.027, 0.343], [0.387, -0.187, -0.119], [-0.438, -0.136, -0.711], [0.656, 0.293, -0.326], [-0.028, 0.097, 0.040], [0.185, 0.952, -0.289], [0.079, 0.856, -0.506], [0.352, 1.642, -0.182], [-1.666, -0.998, 0.571], [-0.036, -0.270, -0.520], [0.624, 0.881, 0.526], [-2.068, -0.278, -0.024], [0.440, -1.443, -0.069], [1.400, 1.256, -0.185], [0.662, -0.813, 0.144], [-0.655, 0.075, -0.302], [0.146, 0.029, -0.255], [0.199, -0.013, 0.308], [-0.217, 0.313, 0.060], [0.396, 0.049, 0.204], [0.605, -0.161, 0.004], [-0.147, -0.501, -0.097], [-0.221, -0.272, 0.356], [0.247, -0.369, 0.028], [-0.179, 0.016, 0.010]]
}

| no. | strongest force on any atom (hartree/bohr) |
| --- | --- |
| 1 | 0.055 |
| 2 | 0.048 |
| 3 | 0.124 |
| 4 | 0.041 |